Entry 1:
{
  "formula": "C19H10N8O2",
  "method": "ωB97M-V/def2-TZVPD",
  "species": ["N", "C", "C", "C", "C", "C", "C", "C", "C", "O", "N", "C", "O", "N", "C", "N", "C", "C", "C", "C", "C", "C", "N", "N", "N", "N", "C", "C", "C", "H", "H", "H", "H", "H", "H", "H", "H", "H", "H"],
  "positions_angstrom": [[-3.374462, -0.026558, -4.184244], [-2.416580, -0.450573, -3.647254], [-1.077285, -0.795780, -3.139578], [-0.051372, -1.400864, -3.949420], [1.145784, -1.751454, -3.307771], [1.392527, -1.475679, -1.913999], [2.657689, -1.807091, -1.260619], [2.842061, -1.449479, 0.033077], [4.033339, -1.715503, 0.756111], [4.991527, -2.236494, 0.197470], [4.121145, -1.526618, 2.084488], [3.043494, -1.137604, 2.732670], [3.068404, -1.408987, 3.938332], [1.931228, -0.703148, 2.095877], [1.804131, -0.805465, 0.804431], [0.613053, -0.389745, 0.159906], [-0.514139, -0.098503, 1.006566], [-1.520301, -1.093497, 1.304177], [-2.733949, -0.590160, 1.558246], [-2.985605, 0.797601, 1.610646], [-1.975176, 1.785316, 1.473271], [-2.315103, 3.205397, 1.462339], [-3.406130, 3.827790, 1.761947], [-3.305083, 5.212805, 1.635016], [-2.157634, 5.425608, 1.151442], [-1.530618, 4.302102, 1.008084], [-0.745230, 1.284417, 1.101968], [0.394717, -0.678311, -1.222982], [-0.803470, -0.382533, -1.890532], [-0.381507, -1.795178, -4.885560], [1.923153, -2.168035, -4.004673], [3.521512, -2.327187, -1.787378], [4.935871, -1.731804, 2.632632], [-1.289235, -2.090425, 1.088132], [-3.646669, -1.236609, 1.592628], [-4.042259, 1.004497, 1.841871], [-0.647641, 4.277162, 0.585631], [0.072441, 1.953597, 0.890997], [-1.572624, 0.196988, -1.313945]],
  "forces_ev_per_a": [[2.440, -1.391, 1.699], [-1.229, 1.121, -1.941], [0.061, -0.242, -2.075], [-0.899, -0.443, 2.510], [0.004, 0.406, -0.846], [-0.373, 1.131, -0.917], [0.455, -0.170, -0.454], [-2.211, 0.926, -1.043], [4.233, -2.227, -0.736], [0.058, 0.156, -0.581], [0.672, 0.933, -2.251], [-1.641, -1.534, 4.643], [-0.699, 1.296, -0.462], [-1.785, 1.208, -1.264], [-0.453, -0.155, 0.314], [1.377, -1.566, 0.235], [-1.335, 0.804, -0.639], [3.258, 2.644, -1.346], [-2.906, 0.763, 0.275], [-0.479, -0.014, 0.834], [-1.868, -1.502, -0.286], [0.560, 4.009, -1.123], [-2.559, -0.578, 1.830], [0.270, -2.706, -0.313], [0.543, 1.612, -0.342], [0.042, -2.881, 0.677], [0.492, -0.906, 0.489], [1.524, -1.811, 0.258], [-0.513, 1.418, 3.305], [0.486, 0.107, -0.735], [-0.627, 0.113, 1.300], [-1.412, 0.667, 0.605], [0.284, -0.371, -0.216], [0.123, -1.433, -0.002], [1.083, 0.473, 0.268], [0.741, 0.637, -0.283], [1.307, 0.220, -0.488], [0.228, 0.006, -0.238], [0.746, -0.723, -0.661]],
  "mulliken_charge": [-0.47, -0.20, 0.45, -0.84, -0.69, 0.65, -0.34, 0.37, -0.04, -0.68, -0.01, 0.19, -0.68, -0.44, 0.65, 0.40, -1.06, -0.46, -0.64, -0.41, 0.51, 0.30, -0.30, -0.42, -0.51, 0.38, 0.10, 0.70, -0.18, 0.43, 0.33, 0.43, 0.25, 0.54, 0.32, 0.39, 0.22, 0.45, 0.29],
  "smiles": "N#Cc1ccc2cc3c(=O)[nH]c(=O)nc-3n(-c3cccc(-c4nnn[nH]4)c3)c2c1",
  "total_charge": 0,
  "homo_ha": -0.34449
}

***

Entry 2:
{
  "formula": "C19H11AuCl4I2N2O3",
  "method": "ωB97M-V/def2-TZVPD",
  "species": ["Au", "I", "C", "C", "C", "I", "C", "O", "C", "C", "N", "C", "C", "C", "C", "C", "C", "N", "C", "H", "H", "H", "H", "H", "H", "H", "H", "H", "H", "H", "Cl", "C", "C", "Cl", "C", "Cl", "C", "O", "C", "O", "C", "Cl"],
  "positions_angstrom": [[-0.430029, 0.344250, -0.774693], [3.683271, -3.874350, 3.491707], [2.419771, -2.360650, 2.751007], [1.065771, -2.421350, 3.037407], [0.247171, -1.434750, 2.544307], [-1.829729, -1.476150, 2.862707], [0.736171, -0.342150, 1.788307], [-0.036829, 0.595250, 1.399307], [2.128671, -0.352650, 1.478107], [2.621571, 0.728050, 0.559107], [2.080471, 0.530850, -0.785493], [2.275771, 1.672350, -1.663593], [1.302771, 2.770550, -1.318393], [1.665071, 4.111550, -1.328993], [0.724871, 5.073650, -0.996593], [-0.557229, 4.662650, -0.665793], [-0.850929, 3.311050, -0.705093], [0.056171, 2.402850, -1.032293], [2.948171, -1.343350, 1.964707], [0.659871, -3.232650, 3.623207], [2.252171, 1.693350, 0.918107], [3.721371, 0.756150, 0.540107], [2.451671, -0.321150, -1.189893], [3.305171, 2.064550, -1.621793], [2.069871, 1.352850, -2.691593], [2.673571, 4.390450, -1.588393], [0.991171, 6.121350, -0.995493], [-1.320229, 5.369250, -0.386293], [-1.837029, 2.931350, -0.482393], [4.006171, -1.322750, 1.746107], [-3.838529, -5.682250, -0.577393], [-3.496429, -4.018850, -0.745093], [-4.561729, -3.094750, -0.838893], [-6.171229, -3.659250, -0.702793], [-4.298729, -1.754250, -1.022993], [-5.576129, -0.625450, -1.209493], [-2.968929, -1.248650, -1.058793], [-2.706529, -0.037150, -1.262293], [-1.869129, -2.208250, -0.858593], [-0.668229, -1.798250, -0.781393], [-2.187529, -3.579050, -0.772693], [-0.881629, -4.694250, -0.646993]],
  "forces_ev_per_a": [[-0.164, -0.361, -0.456], [-0.130, 0.218, -0.101], [0.400, -0.286, 0.086], [0.103, -0.135, 0.007], [-0.390, 0.371, -0.121], [0.281, -0.094, -0.008], [0.732, -1.058, 0.579], [-0.458, 1.098, -0.302], [-0.520, 0.284, -0.115], [0.060, -0.070, 0.445], [0.111, -0.172, -0.352], [0.139, -0.125, -0.128], [0.416, 0.264, -0.173], [-0.163, -0.137, 0.054], [-0.077, -0.206, -0.021], [0.065, -0.056, -0.064], [-0.361, 0.500, 0.069], [-0.158, -0.469, 0.186], [0.074, -0.327, 0.237], [-0.011, -0.030, 0.018], [0.044, -0.005, -0.021], [-0.113, 0.042, 0.007], [-0.025, 0.064, -0.013], [-0.198, -0.007, -0.036], [0.098, 0.038, 0.071], [0.135, -0.019, 0.005], [-0.007, 0.021, 0.028], [-0.102, 0.059, 0.022], [-0.082, 0.031, 0.075], [0.107, -0.034, -0.050], [-0.019, -0.152, 0.012], [0.742, 0.014, 0.043], [-0.093, 0.755, -0.068], [-0.119, 0.017, -0.070], [-0.521, -0.433, 0.094], [-0.011, 0.113, 0.012], [0.383, -0.167, -0.031], [0.197, 0.110, -0.068], [-0.301, 0.215, -0.018], [0.076, 0.632, 0.042], [-0.153, -0.607, 0.094], [0.015, 0.105, 0.029]],
  "mulliken_charge": [0.91, 0.04, -0.15, -0.46, -0.11, 0.07, 0.24, -0.78, 0.37, -0.47, -0.07, -0.98, 0.89, -0.83, -0.29, -0.70, -0.04, -0.06, -0.72, 0.35, 0.28, 0.45, 0.22, 0.34, 0.36, 0.40, 0.41, 0.41, 0.42, 0.37, -0.18, 0.54, 0.10, -0.18, 0.29, -0.18, 0.43, -0.82, 0.18, -0.94, 0.06, -0.17],
  "spin_multiplicity": 3,
  "total_charge": 0,
  "homo_ha": [-0.27142, -0.26718],
  "s_squared": 2.02
}

***

Entry 3:
{
  "formula": "C19H11Br4N4O2RuS",
  "method": "ωB97M-V/def2-TZVPD",
  "species": ["Ru", "N", "C", "S", "N", "N", "C", "C", "C", "C", "C", "C", "C", "C", "C", "C", "C", "C", "N", "H", "H", "H", "H", "H", "H", "H", "H", "H", "H", "H", "Br", "C", "C", "Br", "C", "Br", "C", "O", "C", "O", "C", "Br"],
  "positions_angstrom": [[0.236381, -1.654098, -0.311941], [-1.784624, -3.105991, 3.236668], [-1.150184, -2.424825, 2.238081], [-0.797109, -3.368353, 0.774615], [-0.813753, -1.196456, 2.420616], [-0.184944, -0.651162, 1.316214], [0.422756, 0.560259, 1.426803], [0.269393, 1.399742, 2.628179], [1.392337, 1.886625, 3.293506], [1.253174, 2.693092, 4.413242], [-0.011864, 3.024928, 4.874293], [-1.136107, 2.544330, 4.214751], [-0.998612, 1.731434, 3.103311], [1.180211, 0.978431, 0.306378], [1.727870, 2.273445, 0.139590], [2.413143, 2.579343, -1.000388], [2.574416, 1.610996, -2.016012], [2.018058, 0.376098, -1.822172], [1.342893, 0.050371, -0.706454], [-2.222107, -3.981378, 3.019412], [-2.153079, -2.568958, 4.002039], [2.380416, 1.620342, 2.938325], [2.133651, 3.057346, 4.925815], [-0.123374, 3.654833, 5.747187], [-2.125239, 2.802335, 4.569497], [-1.872849, 1.348015, 2.595511], [1.579384, 3.012988, 0.912588], [2.823747, 3.572027, -1.128247], [3.112769, 1.826208, -2.926401], [2.097774, -0.412933, -2.560369], [-3.217301, -1.191404, -6.551020], [-2.023677, -1.601600, -5.162719], [-0.893022, -2.452181, -5.431769], [-0.631060, -3.120708, -7.162955], [-0.008108, -2.774383, -4.437880], [1.497309, -3.861772, -4.698750], [-0.199926, -2.276149, -3.121231], [0.589293, -2.541926, -2.159057], [-1.332669, -1.402241, -2.841910], [-1.465978, -0.951702, -1.672655], [-2.232427, -1.092122, -3.912673], [-3.666964, 0.027154, -3.472021]],
  "forces_ev_per_a": [[-0.322, 0.041, 0.039], [0.069, -0.015, 0.073], [-0.050, 0.043, 0.095], [0.132, 0.120, -0.018], [0.028, -0.080, -0.212], [-0.009, -0.124, 0.098], [0.066, 0.089, -0.012], [0.028, 0.021, 0.004], [0.018, -0.001, 0.006], [-0.027, 0.000, -0.001], [0.007, 0.007, 0.002], [0.003, 0.000, 0.001], [-0.016, -0.023, 0.003], [-0.007, 0.004, 0.004], [-0.019, -0.015, 0.034], [0.024, -0.014, -0.055], [0.002, 0.017, 0.016], [-0.020, -0.028, 0.064], [0.084, 0.043, -0.003], [-0.037, 0.004, -0.020], [-0.027, 0.006, -0.007], [-0.005, -0.012, -0.004], [0.004, 0.004, 0.009], [0.000, 0.003, 0.001], [-0.004, 0.006, 0.010], [-0.003, -0.013, -0.006], [-0.010, -0.007, 0.001], [0.006, 0.005, -0.011], [0.005, 0.009, -0.001], [0.010, 0.017, -0.012], [-0.016, 0.013, 0.001], [0.096, -0.095, -0.082], [-0.115, 0.076, -0.017], [0.012, -0.013, -0.022], [-0.008, 0.022, 0.103], [0.006, -0.009, -0.018], [0.029, -0.008, 0.045], [0.075, -0.085, -0.128], [-0.078, 0.024, -0.106], [0.012, -0.035, -0.005], [0.081, -0.016, 0.146], [-0.026, 0.018, -0.018]],
  "mulliken_charge": [0.46, -0.44, 0.63, -0.40, -1.06, 0.67, -0.11, -0.06, -0.13, -0.72, -0.39, -0.67, -0.19, 0.87, -0.69, -0.44, -0.86, -0.31, -0.13, 0.20, 0.23, 0.52, 0.38, 0.40, 0.38, 0.43, 0.46, 0.43, 0.41, 0.50, -0.13, 0.23, 0.32, -0.13, -0.46, -0.08, 0.82, -0.82, 0.86, -0.55, -0.33, -0.08],
  "spin_multiplicity": 6,
  "total_charge": 0,
  "homo_ha": [-0.22741, -0.30607],
  "s_squared": 8.79
}

***

Entry 4:
{
  "formula": "C19H11Cl4O4S",
  "method": "ωB97M-V/def2-TZVPD",
  "species": ["Cl", "C", "C", "Cl", "C", "O", "C", "Cl", "C", "Cl", "C", "O", "C", "C", "C", "C", "S", "C", "C", "C", "C", "C", "C", "C", "O", "O", "C", "C", "H", "H", "H", "H", "H", "H", "H", "H", "H", "H", "H"],
  "positions_angstrom": [[2.034074, 2.946353, -4.282202], [2.324768, 1.684563, -3.164278], [2.749074, 0.448873, -3.562631], [2.923562, 0.031434, -5.210174], [3.013244, -0.651019, -2.597028], [3.334478, -1.784091, -2.947882], [2.841254, -0.291312, -1.161756], [3.281494, -1.505554, -0.043699], [2.398580, 0.938722, -0.761483], [2.368436, 1.379154, 0.892076], [2.164382, 2.047036, -1.725731], [1.905604, 3.186975, -1.356939], [-0.424116, -4.933964, -0.027565], [0.118288, -3.961280, -0.880037], [-0.317727, -2.638200, -0.800326], [-1.282077, -2.272098, 0.138102], [-1.878231, -0.566332, 0.102761], [-0.814367, 0.317435, 1.119368], [-1.115364, 1.614408, 1.600083], [-0.299792, 2.197971, 2.627719], [-0.443391, 3.533943, 2.987526], [-1.442959, 4.319963, 2.391442], [-2.327829, 3.739923, 1.468432], [-2.201846, 2.406073, 1.106483], [-1.807321, -0.153619, -1.286864], [-3.179226, -0.713040, 0.726816], [-1.837194, -3.236724, 0.992602], [-1.399671, -4.563795, 0.912392], [-0.093887, -5.973400, -0.102907], [0.871853, -4.222269, -1.626577], [0.069074, -1.890405, -1.487566], [-0.142947, -0.331889, 1.681004], [0.427401, 1.548055, 3.127400], [0.230092, 3.962138, 3.732776], [-1.530960, 5.379108, 2.648891], [-3.121014, 4.342375, 1.030052], [-2.950610, 1.949517, 0.460896], [-2.616135, -2.964048, 1.703386], [-1.828993, -5.320979, 1.575436]],
  "forces_ev_per_a": [[-0.042, -0.145, 0.108], [0.546, -0.955, -0.667], [-0.640, 1.142, 0.136], [0.059, 0.061, 0.005], [0.082, -1.389, 0.120], [-0.403, 1.824, 0.352], [-0.361, 0.963, 0.263], [-0.106, 0.042, -0.047], [0.873, -1.054, 0.431], [-0.033, 0.015, -0.454], [-0.498, 1.378, 0.643], [0.450, -1.861, -0.783], [-0.066, 0.436, 0.008], [-0.146, -0.167, 0.127], [-0.038, -0.297, 0.227], [0.462, -0.210, -0.169], [0.607, -0.313, 1.264], [0.172, -0.819, -0.207], [-0.167, 0.275, 0.164], [-0.335, 0.000, -0.307], [-0.347, -0.271, -0.322], [0.159, 0.247, 0.051], [0.427, -0.261, 0.338], [0.298, 0.142, 0.210], [-0.292, 0.073, -0.122], [-0.950, 0.316, -0.402], [0.260, 0.013, -0.157], [0.202, 0.072, -0.298], [-0.107, 0.341, 0.055], [-0.213, -0.018, 0.260], [-0.081, -0.051, 0.136], [-0.120, 0.122, -0.177], [-0.134, 0.336, -0.203], [-0.226, -0.063, -0.139], [0.002, -0.339, -0.065], [0.054, -0.101, 0.115], [0.305, 0.118, -0.033], [0.221, 0.113, -0.233], [0.128, 0.287, -0.228]],
  "mulliken_charge": [-0.15, 0.32, 0.16, -0.15, 0.35, -0.65, 0.25, -0.16, 0.57, -0.11, 0.10, -0.60, -0.40, -0.65, -0.31, -0.26, 1.19, -0.76, 1.02, -0.63, -0.53, -0.46, -0.56, -0.63, -0.65, -0.73, -0.23, -0.48, 0.35, 0.37, 0.52, 0.41, 0.41, 0.33, 0.31, 0.35, 0.33, 0.42, 0.34],
  "total_charge": -1,
  "homo_ha": -0.10828
}

***

no.,E_tot (eV)
1,-35878.701
2,-98985.449
3,-323522.559
4,-88995.498